This record from the OMol25 dataset describes 2 unconnected molecules or ions with the total composition C6H10N. The level of theory is ωB97M-V with the def2-TZVPD basis set.

The geometry in XYZ format:
```
17
C6H10N (ωB97M-V with the def2-TZVPD basis set)
N -0.33597 0.91305 -0.69370
C 0.11373 0.55490 0.55262
C 0.57683 1.03762 -1.67641
C 1.79767 -2.88920 0.58176
C -0.73398 0.45691 1.72711
C 1.29552 -2.28451 -0.31938
C -1.63596 1.12974 -0.93226
H -1.60781 -0.18190 1.56545
H 0.88004 -1.82130 -1.16619
H -2.36830 1.01281 -0.15691
H -1.94577 1.41770 -1.91930
H 0.25612 1.31395 -2.66297
H 1.17598 0.38009 0.63633
H 1.61900 0.87173 -1.47559
H 2.22461 -3.43621 1.36882
H -1.14281 1.44121 1.99453
H -0.16892 0.08340 2.57608
```

**Charge**: +1
**Lowest unoccupied orbital energy (spin up / spin down)**: -6.3 / -6.3 eV
**Orbital gap (spin up / spin down)**: 7.2208 / 7.1131 eV
**ΔE to the lowest compared entry with this formula, charge and spin**: 487.12 kJ/mol
**HOMO (spin up / spin down)**: -13.53 / -13.40 eV
**E_tot**: -7861.300 eV

This record from the OMol25 dataset describes a molecular structure, C22H27ClORu. The level of theory is ωB97M-V with the def2-TZVPD basis set.

The geometry in XYZ format:
```
52
C22H27ClORu (ωB97M-V with the def2-TZVPD basis set)
Ru 0.90740 -0.80517 -0.57345
Cl 2.37104 0.85428 -0.41947
O -0.55860 -0.27021 0.68196
C 0.61481 -2.63791 3.41044
C -3.62217 1.97382 0.48103
C 0.73694 -2.25462 -2.30873
C 2.23941 -0.69530 3.81192
C -0.71870 0.29057 1.86695
C 0.54072 -3.08147 -0.13330
C -0.14767 -0.26356 3.05778
C -1.68118 1.33373 1.95873
C 1.04023 -1.22279 3.01060
C 1.72282 0.10515 -6.40299
C 0.29923 0.22619 -6.34267
C -1.55742 3.44931 0.57380
C 1.21983 2.10984 -5.36329
C -0.20511 -2.68401 -1.29634
C 2.06084 -2.32035 -1.73665
C -0.01150 1.46610 -5.70112
C 2.29171 1.26929 -5.79868
C -2.11569 2.02334 0.67672
C -0.78360 0.01839 4.26341
C 1.94512 -2.91993 -0.42676
C -2.26173 1.61062 3.18836
C -1.83569 0.93855 4.33522
H 1.45485 -3.33349 3.29501
H 1.99970 -0.53779 4.86970
H -0.19766 -2.96300 2.75118
H 2.77198 -3.23076 0.21103
H -2.31326 1.13890 5.29755
H 0.51389 -1.90273 -3.31625
H 1.32395 3.08210 -4.88773
H 3.35318 1.49101 -5.71663
H 2.27484 -0.71321 -6.86039
H -0.45877 3.43022 0.59250
H 2.56630 0.26430 3.38708
H 0.13925 -3.54016 0.77467
H -1.64692 1.44281 -0.12549
H -4.14382 2.45557 1.31290
H -3.90076 2.45203 -0.46144
H 3.08217 -1.39433 3.72536
H -0.41876 -0.48456 -6.74526
H 0.25588 -2.68167 4.44765
H -1.28082 -2.79788 -1.43716
H -0.44623 -0.48846 5.16996
H -3.06165 2.35851 3.24977
H -1.87864 3.90948 -0.37142
H -1.00951 1.86360 -5.53164
H -3.93643 0.92931 0.43470
H -1.90652 4.07129 1.41143
H 2.98691 -2.06179 -2.25402
H 1.38580 -1.27317 1.96349
```

**Lowest unoccupied orbital energy (spin up / spin down)**: -0.6 / -2.0 eV
**Multiplicity**: 5
**Orbital gap (spin up / spin down)**: 6.9711 / 5.5738 eV
**ΔE to the lowest compared entry with this formula, charge and spin**: 0.00 kJ/mol
**HOMO (spin up / spin down)**: -7.57 / -7.53 eV
**E_tot**: -40400.550 eV

This record from the OMol25 dataset describes a gas-phase ion, C14H27O5S (charge -1). The level of theory is ωB97M-V with the def2-TZVPD basis set.

The geometry in XYZ format:
```
47
C14H27O5S (ωB97M-V with the def2-TZVPD basis set)
S 0.64686 0.72074 -0.46210
O -0.40917 3.95501 -0.46917
O 1.53323 0.11913 -1.44982
O -0.20757 2.79719 1.45018
O 0.71651 0.09008 0.84443
O -0.69732 0.96551 -0.95447
C -1.53010 3.15267 1.83024
C 3.36221 -3.45270 -0.82431
C -3.24459 -0.34506 1.85557
C 3.88688 -2.13114 -1.37195
C 0.18758 3.15097 0.21183
C 0.99398 -3.24081 -1.80011
C -1.05457 -2.33647 -0.64527
C -2.85836 -1.01896 0.53692
C 2.27344 -4.07257 -1.70121
C -2.28410 0.78032 2.24770
C -1.68260 -1.98009 0.69915
C 1.39553 2.42039 -0.17166
C 0.25113 -3.10714 -0.47402
C -2.51914 2.05585 1.44206
H 2.09839 2.25636 0.63188
H -0.82455 -1.40118 -1.15730
H -4.25735 0.06536 1.77611
H -1.49890 3.29451 2.91594
H -1.99937 -2.88518 1.23075
H -1.25508 0.46393 2.07398
H -2.40329 1.00393 3.31393
H 4.18957 -4.16920 -0.74637
H 0.86910 -2.54122 0.22236
H -3.25904 -1.09963 2.64871
H -1.75846 -2.90744 -1.26091
H -0.90970 -1.48612 1.28626
H 2.97058 -3.29262 0.18041
H 3.10786 -1.37159 -1.36717
H 1.22942 -2.23680 -2.15191
H 4.24543 -2.25811 -2.39290
H -2.36671 1.84279 0.38325
H 1.84238 2.76854 -1.09262
H -3.72223 -1.55536 0.12981
H -2.56283 -0.25480 -0.18055
H 0.33311 -3.71144 -2.53612
H 2.02420 -5.06325 -1.30367
H 2.67848 -4.21676 -2.70813
H 0.05672 -4.09769 -0.04566
H -3.53760 2.42796 1.59188
H 4.71435 -1.77460 -0.76012
H -1.79533 4.09713 1.33888
```

**Charge**: -1
**Lowest unoccupied orbital energy**: 3.4 eV
**Structure (SMILES)**: CCCCCCCCCCCCOC(=O)CS(=O)(=O)[O-]
**Orbital gap**: 9.3087 eV
**ΔE to the lowest compared entry with this formula, charge and spin**: 0.00 kJ/mol
**HOMO**: -5.92 eV
**E_tot**: -36032.064 eV

> What is the ΔE to the lowest compared entry with this formula, charge and spin in the first record?

487.12 kJ/mol